ORCA calculation (wB97M-V/def2-TZVPD) on a cluster of 2 separate species, C3H9N2 in total.

Atoms and positions in Å:
C: -0.622 -0.328 2.107
C: -1.876 -0.246 -0.019
N: -1.048 0.277 0.832
H: -1.055 0.275 2.910
H: 0.457 -0.393 2.055
H: -1.056 -1.320 2.043
H: -2.152 -1.279 0.067
H: -2.205 0.342 -0.845
H: -0.661 1.225 0.678
C: 2.278 0.219 -1.637
N: 1.120 0.312 -2.237
H: 2.299 0.369 -0.531
H: 3.259 0.221 -2.177
H: 1.262 0.325 -3.247

Results
charge: +1

***

ORCA calculation (wB97M-V/def2-TZVPD) on an isolated molecule of C4H9FN2.

Atoms and positions in Å:
N: 2.670 -0.222 -0.133
C: 1.225 -0.653 -0.271
C: 0.250 0.160 0.572
N: -0.191 1.554 0.133
C: -1.385 0.998 -0.462
C: -1.249 -0.254 0.422
F: -1.532 -1.506 -0.159
H: 2.796 -0.026 0.839
H: 2.768 0.724 -0.557
H: 0.876 -0.688 -1.317
H: 1.127 -1.698 0.152
H: 0.656 0.263 1.616
H: 0.433 2.095 -0.389
H: -2.304 1.560 -0.368
H: -1.212 0.674 -1.524
H: -1.753 -0.180 1.414

Results
SMILES: NC[C@H]1NC[C@H]1F

***

Max |F|
In order: 2.78, 2.68
Unit: eV/A
E_LUMO
In order: -5.22, 1.01
Unit: eV
Kohn-Sham gap
In order: 8.6, 10.2
Unit: eV